(1)
This record from the OMol25 dataset describes an isolated ion of composition C8H14BrN2 and charge +1 at a distorted geometry. The level of theory is wB97M-V/def2-TZVPD.

Calculated values
**Frontier orbital gap (spin up / spin down)**: 0.32129 / 0.32127 Eh
**E**: -2996.375124 Ha
**HOMO energy (spin up / spin down)**: -13.37 / -13.37 eV
**SMILES string**: CC(C)(C)/C=[NH+]/C=N\C=C/Br
**Net charge**: +1
**2S+1**: 1
**ΔE to the lowest compared entry with this formula, charge and spin**: 294.90 kJ/mol
**LUMO level (spin up / spin down)**: -4.63 / -4.63 eV

Geometry (Å):
C: 2.502 -0.747 -1.474
C: 2.152 -2.222 0.259
C: 2.766 0.494 -0.956
C: 0.805 -0.317 0.266
C: -0.525 1.380 -1.098
C: -0.771 0.849 1.405
C: -1.627 -0.817 -0.195
C: -0.550 0.224 -0.054
N: 2.733 -1.884 -0.846
N: 0.970 -1.558 0.619
Br: 3.950 0.778 0.539
H: 2.164 -0.645 -2.587
H: 2.571 -3.016 0.798
H: 2.489 1.397 -1.546
H: 1.451 0.439 0.735
H: -1.513 1.615 -1.309
H: -0.006 1.068 -2.009
H: -0.083 2.369 -0.652
H: -1.599 1.592 1.417
H: -0.838 0.110 2.300
H: 0.146 1.537 1.670
H: -2.627 -0.406 0.066
H: -1.513 -1.504 0.604
H: -1.602 -1.267 -1.144
H: 0.306 -2.243 0.679

(2)
This record from the OMol25 dataset describes an isolated ion of composition C8H14Cl2N and charge +1 at a distorted geometry. The level of theory is wB97M-V/def2-TZVPD.

Calculated values
**Frontier orbital gap**: 0.34382 Eh
**E**: -1287.940911 Ha
**HOMO energy**: -12.76 eV
**SMILES string**: C/C=C(\Cl)C/C([NH3+])=C(/Cl)CC
**Net charge**: +1
**2S+1**: 1
**ΔE to the lowest compared entry with this formula, charge and spin**: 292.41 kJ/mol
**LUMO level**: -3.40 eV

Geometry (Å):
C: 1.463 1.301 -1.678
C: 2.188 0.067 -1.234
C: 0.080 -1.012 0.352
C: 1.711 -0.836 -0.369
C: -1.134 -0.564 1.541
C: 0.636 1.939 -0.548
C: -3.382 -0.401 2.350
C: -2.375 -0.363 1.193
N: 2.481 -1.987 0.063
Cl: 3.569 -0.444 -2.214
Cl: -0.517 -0.957 3.081
H: 2.259 1.975 -2.145
H: -0.435 -1.254 -0.589
H: 0.241 -1.967 0.879
H: 1.186 1.706 0.371
H: 0.421 3.013 -0.654
H: -0.244 1.388 -0.343
H: -4.085 -1.145 2.009
H: -3.753 0.562 2.354
H: -2.917 -0.624 3.197
H: 0.580 1.066 -2.491
H: -2.862 -0.215 0.268
H: 1.912 -2.855 -0.080
H: 2.903 -1.943 1.011
H: 3.365 -1.821 -0.651

(3)
This record from the OMol25 dataset describes C8H14Cl3N2O2Pd as an isolated structure at a distorted geometry. The level of theory is wB97M-V/def2-TZVPD.

Calculated values
**Frontier orbital gap (spin up / spin down)**: 0.24979 / 0.24819 Eh
**E**: -2081.790611 Ha
**HOMO energy (spin up / spin down)**: -4.70 / -4.66 eV
**Net charge**: -1
**2S+1**: 3
**LUMO level (spin up / spin down)**: 2.10 / 2.10 eV

Geometry (Å):
Pd: 0.767 -0.791 3.066
C: 0.275 2.290 0.845
C: -1.158 1.970 0.508
N: -1.182 0.981 -0.565
C: -0.799 1.195 -1.858
C: -0.863 -0.020 -2.497
N: -1.369 -0.917 -1.564
C: -1.446 -0.308 -0.382
C: -1.573 -2.336 -1.752
H: 0.680 1.351 1.160
H: 0.489 3.158 1.465
H: 0.952 2.598 0.032
H: -1.815 2.799 0.241
H: -1.657 1.485 1.348
H: -0.452 2.165 -2.166
H: -0.719 -0.339 -3.514
H: -1.637 -0.788 0.574
H: -1.901 -2.499 -2.777
H: -2.450 -2.581 -1.151
H: -0.737 -2.959 -1.447
C: 2.400 -0.492 -0.806
C: 1.901 -0.806 0.587
O: 2.565 -0.510 1.606
O: 0.721 -1.248 0.737
H: 3.451 -0.780 -0.884
H: 2.358 0.584 -0.972
H: 1.852 -1.083 -1.539
Cl: 1.168 1.431 4.075
Cl: 1.947 -2.331 4.613
Cl: -1.769 -1.217 3.017

(4)
This record from the OMol25 dataset describes one molecule with the formula C8H14ClN at a distorted geometry. The level of theory is wB97M-V/def2-TZVPD.

Calculated values
**Frontier orbital gap**: 0.35561 Eh
**E**: -828.050580 Ha
**HOMO energy**: -8.76 eV
**SMILES string**: C=CCN(C)[C@@](C)(Cl)C=C
**Net charge**: 0
**2S+1**: 1
**ΔE to the lowest compared entry with this formula, charge and spin**: 156.02 kJ/mol
**LUMO level**: 0.92 eV

Geometry (Å):
C: 0.781 2.069 2.136
C: -0.633 -0.583 -3.354
C: 0.836 0.772 2.400
C: -0.466 -0.861 -2.082
C: -1.901 0.331 -0.354
C: 1.664 -0.799 -0.198
C: 0.143 -0.424 1.759
C: -0.500 -0.044 -0.725
N: 0.326 -0.490 0.294
Cl: 0.107 1.700 -1.376
H: 1.440 2.700 2.542
H: 0.067 2.480 1.569
H: -0.831 -1.300 -4.124
H: -0.685 0.412 -3.692
H: 1.656 0.385 3.118
H: -0.491 -1.979 -2.044
H: -2.000 0.960 0.543
H: -2.369 0.953 -1.191
H: -2.485 -0.587 -0.442
H: 2.270 -0.919 0.688
H: 1.786 -1.749 -0.669
H: 1.988 -0.035 -0.816
H: -1.006 -0.453 1.901
H: 0.624 -1.310 2.321

(5)
This record from the OMol25 dataset describes one molecule with the formula C8H14ClNO3S at a distorted geometry. The level of theory is wB97M-V/def2-TZVPD.

Calculated values
**Frontier orbital gap**: 0.36609 Eh
**E**: -1452.037304 Ha
**HOMO energy**: -9.83 eV
**SMILES string**: O=C1CC[C@H](CCCCS(=O)(=O)Cl)N1
**Net charge**: 0
**2S+1**: 1
**ΔE to the lowest compared entry with this formula, charge and spin**: 0.00 kJ/mol
**LUMO level**: 0.13 eV

Geometry (Å):
O: -0.727 -2.640 0.436
C: -0.848 -2.208 -0.626
C: -0.328 -2.752 -1.985
C: 0.387 -1.442 -2.444
C: -0.449 -0.276 -1.750
C: 0.392 0.740 -0.964
C: -0.441 1.452 0.127
C: -0.497 0.608 1.427
C: -0.060 1.342 2.700
S: 1.685 1.757 2.819
O: 2.458 0.571 2.935
O: 1.808 2.594 3.958
Cl: 2.303 2.860 1.209
N: -1.506 -0.960 -0.995
H: -1.236 -2.932 -2.557
H: 0.309 -3.596 -1.741
H: 1.342 -1.468 -1.911
H: 0.483 -1.390 -3.522
H: -0.855 0.273 -2.604
H: 1.221 0.218 -0.473
H: 0.776 1.477 -1.669
H: -1.452 1.508 -0.284
H: -0.122 2.479 0.282
H: -1.543 0.345 1.579
H: 0.064 -0.314 1.296
H: -0.229 0.662 3.536
H: -0.694 2.203 2.898
H: -2.240 -1.112 -1.677

(6)
This record from the OMol25 dataset describes C8H14CoOP as an isolated structure at a distorted geometry. The level of theory is wB97M-V/def2-TZVPD.

Calculated values
**Frontier orbital gap (spin up / spin down)**: 0.14970 / 0.25305 Eh
**E**: -2112.453418 Ha
**HOMO energy (spin up / spin down)**: -0.32 / -3.22 eV
**Net charge**: -1
**2S+1**: 4
**LUMO level (spin up / spin down)**: 3.75 / 3.66 eV

Geometry (Å):
C: 1.579 -0.096 -2.368
C: 0.342 0.209 -3.029
C: -0.653 -0.730 -2.593
C: -0.010 -1.631 -1.674
C: 1.364 -1.228 -1.553
Co: 0.089 0.175 -1.073
P: 0.065 2.294 -0.488
H: 2.505 0.463 -2.466
H: 0.235 0.936 -3.828
H: -1.686 -0.733 -2.912
H: 2.106 -1.715 -0.911
H: -0.420 -2.502 -1.186
H: -1.167 2.723 0.109
H: 0.332 3.347 -1.417
H: 0.917 2.748 0.562
C: 0.239 -1.422 2.598
C: -0.527 -0.382 1.882
C: -1.351 0.539 2.677
O: -0.569 -0.278 0.635
H: 0.039 -1.299 3.665
H: 1.320 -1.312 2.450
H: -0.055 -2.435 2.298
H: -1.026 1.572 2.522
H: -2.397 0.464 2.364
H: -1.273 0.291 3.735

(7)
This record from the OMol25 dataset describes an isolated ion of composition C8H14IN2 and charge +1 at a distorted geometry. The level of theory is wB97M-V/def2-TZVPD.

Calculated values
**Frontier orbital gap**: 0.33075 Eh
**E**: -720.119191 Ha
**HOMO energy**: -12.81 eV
**SMILES string**: C=C/C(C)=C\C(=[NH2+])N[C@@H](C)I
**Net charge**: +1
**2S+1**: 1
**ΔE to the lowest compared entry with this formula, charge and spin**: 122.41 kJ/mol
**LUMO level**: -3.81 eV

Geometry (Å):
C: 0.115 -0.804 0.784
C: -1.129 -1.169 0.426
C: 0.493 0.553 1.129
C: -2.026 -0.141 -0.097
C: 2.198 0.646 -0.497
C: -1.439 -2.592 0.056
C: -3.086 -0.424 -0.908
C: 2.313 1.780 -1.546
N: 1.592 1.044 0.702
N: -0.118 1.145 2.091
I: 4.124 -0.370 -0.131
H: 0.843 -1.542 1.033
H: -1.887 0.850 0.080
H: -2.584 -2.694 0.160
H: -0.663 -3.390 0.521
H: -1.269 -2.670 -1.071
H: -3.392 -1.441 -1.091
H: -3.575 0.451 -1.092
H: 1.580 -0.224 -0.889
H: 3.258 2.271 -1.442
H: 1.511 2.600 -1.436
H: 2.299 1.372 -2.591
H: 1.688 1.915 1.067
H: -0.902 0.703 2.380
H: 0.057 2.134 2.364

(8)
This record from the OMol25 dataset describes a 2-piece molecular cluster, C8H14N2 overall at a distorted geometry. The level of theory is wB97M-V/def2-TZVPD.

Calculated values
**Frontier orbital gap (spin up / spin down)**: 0.33392 / 0.06539 Eh
**E**: -422.273171 Ha
**HOMO energy (spin up / spin down)**: -13.32 / -13.26 eV
**Net charge**: +1
**2S+1**: 2
**ΔE to the lowest compared entry with this formula, charge and spin**: 7.85 kJ/mol
**LUMO level (spin up / spin down)**: -4.23 / -11.48 eV

Geometry (Å):
C: 27.105 13.047 -42.715
C: 26.834 14.396 -43.338
C: 25.488 14.557 -44.080
C: 24.309 13.832 -43.486
N: 23.394 13.241 -43.030
H: 26.327 12.734 -42.019
H: 28.073 13.077 -42.216
H: 27.235 12.254 -43.451
H: 27.742 14.767 -43.812
H: 26.858 15.040 -42.458
H: 25.572 14.309 -45.138
H: 25.287 15.628 -44.113
C: 30.174 10.105 -42.456
C: 30.833 9.641 -41.143
C: 31.724 8.295 -41.153
C: 30.852 7.147 -41.419
N: 30.153 6.230 -41.652
H: 30.961 10.396 -43.152
H: 29.601 11.023 -42.332
H: 29.429 9.443 -42.897
H: 30.100 9.475 -40.354
H: 31.536 10.345 -40.698
H: 32.140 8.195 -40.150
H: 32.603 8.339 -41.796

(9)
This record from the OMol25 dataset describes an isolated ion of composition C8H14N2O and charge +2 at a distorted geometry. The level of theory is wB97M-V/def2-TZVPD.

Calculated values
**Frontier orbital gap**: 0.36669 Eh
**E**: -497.248599 Ha
**HOMO energy**: -18.40 eV
**SMILES string**: CC=[N+]=C1CCC[C@@]1(O)C=[NH2+]
**Net charge**: +2
**2S+1**: 1
**ΔE to the lowest compared entry with this formula, charge and spin**: 99.06 kJ/mol
**LUMO level**: -8.42 eV

Geometry (Å):
C: 0.792 -0.064 0.417
C: -0.427 0.652 -0.598
C: 0.429 -0.574 2.813
C: 1.900 -0.402 -0.465
C: 0.399 0.917 -1.882
C: 1.429 -0.243 -1.929
C: -1.786 0.184 -1.260
C: -0.176 -1.855 3.204
N: 0.568 -0.160 1.596
N: -2.814 0.966 -1.108
O: -0.996 1.842 0.026
H: 0.840 0.191 3.453
H: 2.728 0.278 -0.327
H: 2.261 -1.457 -0.248
H: -0.202 0.957 -2.865
H: 0.849 1.890 -1.640
H: 2.248 -0.009 -2.704
H: 1.163 -1.187 -2.521
H: -1.794 -0.701 -1.877
H: -0.859 -1.458 3.855
H: -0.559 -2.351 2.327
H: 0.661 -2.362 3.689
H: -2.768 1.696 -0.476
H: -3.667 0.765 -1.657
H: -0.220 2.487 0.180